Entry from OMol25: an isolated molecule of C6H8O2 at a distorted geometry (the ωB97M-V functional and the def2-TZVPD basis).

```
16
Properties=species:S:1:pos:R:3:nbo_charge:R:1
C 0.138 0.521 -2.266 -0.6415
C 0.145 -0.103 -0.946 -0.1443
C 1.184 -1.158 -0.991 0.4042
O 1.421 -2.069 -0.185 -0.5222
C -0.555 0.331 0.136 -0.1202
C -0.845 -0.288 1.391 -0.0019
C -0.383 0.327 2.669 -0.0822
O -1.715 0.256 2.333 -0.4689
H -0.626 1.281 -2.492 0.2273
H 0.079 -0.103 -3.136 0.2313
H 1.132 0.952 -2.309 0.2175
H 1.903 -0.911 -1.899 0.1039
H -0.879 1.392 0.043 0.2154
H -0.836 -1.317 1.513 0.2084
H -0.169 -0.423 3.444 0.1870
H 0.008 1.314 2.696 0.1863
```

Properties
maximum force = 2.89 eV Å⁻¹
frontier orbital gap = 9.0490 eV
SMILES = C/C(C=O)=C/[C@H]1CO1